a.
Computed, not measured: the molecule C4H7ClS2, with ωB97M-V with the def2-TZVPD basis set.

Properties
**LUMO level**: -0.117 eV
**Gap between HOMO and LUMO**: 8.540 eV
**Structure (SMILES)**: CSC(=S)CCCl
**E_HOMO**: -8.7 eV

Positions of all 14 atoms, in Å:
C 2.8990 -0.4630 0.1894
S 1.1645 -1.0356 -0.0717
C 0.1689 0.3073 -0.2866
S 0.7473 1.7997 -0.0524
C -1.2970 0.0079 -0.6463
C -2.2614 0.2720 0.5404
Cl -3.8205 -0.1856 -0.0184
H 3.4332 -1.4203 0.3762
H 3.0055 0.1496 1.0854
H 3.3034 -0.1047 -0.7336
H -1.5625 0.6930 -1.4907
H -1.4403 -1.0567 -0.9451
H -2.2807 1.3209 0.6335
H -2.0594 -0.2846 1.4199

b.
Computed, not measured: the molecule C4H7ClS2, with ωB97M-V with the def2-TZVPD basis set.

Properties
**LUMO level**: 0.699 eV
**Gap between HOMO and LUMO**: 9.868 eV
**Structure (SMILES)**: CC1(Cl)[C@H](S)[C@H]1S
**E_HOMO**: -9.2 eV

Positions of all 14 atoms, in Å:
C -0.4113 -1.9092 0.8956
C -0.3865 -0.4585 0.4097
Cl -1.8714 0.3383 0.7863
C 0.8415 0.4164 0.3197
S 0.7938 2.1399 0.7932
C 0.2340 -0.1377 -0.9176
S 0.9725 -1.4094 -1.9804
H 0.5017 -2.4403 0.5534
H -1.2344 -2.5172 0.5880
H -0.4136 -1.9377 1.9905
H 1.7549 -0.0768 0.5685
H -0.1160 2.0386 1.7739
H -0.3963 0.5683 -1.4642
H 1.7919 -0.5408 -2.6256

a ends up most stable, edging out the next structure by 11.8 kcal/mol.

a.
Computed, not measured: the molecule C4H7BrO, with ωB97M-V with the def2-TZVPD basis set.

Properties
**LUMO level**: 0.864 eV
**Gap between HOMO and LUMO**: 10.864 eV
**Structure (SMILES)**: CC[C@]1(Br)CO1
**E_HOMO**: -10.0 eV

Positions of all 13 atoms, in Å:
C -0.1345 0.5617 -1.1308
C 0.8968 0.1929 -0.0645
C 0.6092 -1.0820 0.6243
Br 0.7576 -2.7479 -0.4062
C -0.4151 -1.2457 1.6766
O 0.9862 -1.1848 1.9263
H -0.1748 -0.0581 -2.1298
H -0.1385 1.6747 -1.3072
H -1.1836 0.6559 -0.7181
H 1.3177 0.9313 0.7857
H 1.8568 0.0188 -0.6890
H -1.0521 -0.4782 1.9374
H -0.9785 -2.1663 1.8304

b.
Computed, not measured: a structure of composition C4H7BrO, with ωB97M-V with the def2-TZVPD basis set.

Properties
**LUMO level**: 0.931 eV
**Gap between HOMO and LUMO**: 10.141 eV
**E_HOMO**: -9.2 eV

Positions of all 13 atoms, in Å:
C -1.4169 1.3196 1.0627
C -0.5969 0.1101 1.0803
C 0.8124 -1.0094 -1.0288
C 1.0440 0.1324 -0.1001
O -1.8209 0.1293 0.2536
Br 2.4126 -0.1231 1.2274
H -1.9941 1.4750 1.9898
H -0.9860 2.1462 0.4859
H -0.6426 -0.5907 1.9178
H 0.0777 -1.7296 -0.4758
H 1.6815 -1.6069 -1.2719
H 0.3529 -0.6310 -1.9950
H 0.9852 1.1009 -0.4307

a ends up most stable, edging out the next structure by 27.5 kcal/mol.

a.
Computed, not measured: a cluster of 2 separate species, C4H6O4 in total, with ωB97M-V with the def2-TZVPD basis set.

Properties
**LUMO level**: 0.557 eV
**Gap between HOMO and LUMO**: 9.082 eV
**Structure (SMILES)**: CC=C(O)O.O=C=O
**E_HOMO**: -8.5 eV

Positions of all 14 atoms, in Å:
C -1.4508 -0.5957 -0.3507
C -0.4492 -0.1146 0.6585
C 0.1837 1.0680 0.6327
O 0.9574 1.5285 1.6469
O 0.2611 1.9054 -0.4168
H -2.4539 -0.5961 0.0819
H -1.2232 -1.6221 -0.6482
H -1.4643 0.0218 -1.2498
H -0.3714 -0.7086 1.5572
H 0.9489 0.8997 2.3754
H -0.0895 1.4644 -1.2071
O 1.4271 -0.3616 -1.8741
C 1.6724 -1.0684 -0.9917
O 2.0517 -1.8209 -0.2142

b.
Computed, not measured: the molecule C4H6O4, with ωB97M-V with the def2-TZVPD basis set.

Properties
**LUMO level**: 0.613 eV
**Gap between HOMO and LUMO**: 11.147 eV
**Structure (SMILES)**: O=C(O)[C@@H]1COCO1
**E_HOMO**: -10.5 eV

Positions of all 14 atoms, in Å:
O 1.6552 -2.3096 -0.1482
C 1.3463 -1.1166 -0.1000
O 2.0772 -0.1628 -0.9498
C 0.1871 -0.5396 0.7279
C -1.1082 -0.6095 -0.1537
O -0.8500 0.5371 -1.0897
C -0.5287 1.5223 -0.0658
O 0.4521 0.9274 0.9076
H 1.9730 0.6514 -0.5635
H 0.2074 -0.8482 1.8228
H -1.6911 -1.6477 -0.6122
H -1.9360 -0.5733 0.4567
H -0.2417 2.4842 -0.6082
H -1.5426 1.6850 0.3760

a ends up most stable, edging out the next structure by 74.0 kcal/mol.